The following is a DFT calculation (wB97M-V/def2-TZVPD) of a 2-piece molecular cluster, C4H5N4 overall.

Geometry as XYZ:
```
13
Properties=species:S:1:pos:R:3:forces:R:3
C -0.584323 2.249052 -0.382181 -0.04 -0.17 -0.01
C 0.023803 -2.140404 0.504960 0.42 0.27 -0.43
C 0.685309 -1.217924 -0.300603 -0.36 -0.16 0.26
C 0.310357 1.200414 -0.682554 3.55 1.42 1.08
N -1.349423 3.067056 -0.143199 -0.38 0.37 0.19
N -0.993145 -1.534274 1.095805 -0.54 -0.06 0.48
N -0.983310 -0.309195 0.709807 0.25 0.15 -0.24
N 0.024313 -0.058884 -0.150795 -0.44 -1.20 0.32
H 0.241421 -3.175560 0.676102 0.02 -0.16 0.00
H 1.551833 -1.325223 -0.922200 0.16 0.14 -0.14
H 0.774305 1.212604 -1.661011 -0.16 -0.23 0.00
H 1.979815 1.659298 0.259827 -2.59 -0.50 -1.40
H -1.680953 0.373040 0.996044 0.11 0.14 -0.10
```
Positions in Å, forces in eV/Å.

Summary:
2S+1   1
Charge   +1
HOMO-LUMO gap (spin up / spin down)   8.694 / 8.576 eV

Atomic partial charges in e from the natural (NBO) method, atoms 1 to 2: 0.14 -0.06

***

The following is a DFT calculation (wB97M-V/def2-TZVPD) of a 2-piece molecular cluster, C4H5N5O3 overall.

Geometry as XYZ:
```
17
Properties=species:S:1:pos:R:3:forces:R:3
O 0.487113 -2.761219 0.414331 1.25 -0.88 -0.11
N -0.285237 -1.916127 0.107031 -1.93 0.51 0.45
O -1.615311 -2.342839 -0.026775 0.58 -1.75 0.12
N -0.256043 -0.684942 -0.026076 0.75 2.08 -0.43
C 0.987448 -0.027579 0.022182 0.07 -2.23 -0.19
C 2.243133 -0.571966 -0.130701 1.26 2.68 0.80
C 3.109062 0.586680 0.035510 -2.61 -0.70 -0.79
N 2.360825 1.674594 0.211034 2.06 0.67 -0.06
N 1.116701 1.305452 0.178922 -1.12 -1.21 0.20
H -2.080091 -1.520240 -0.078848 -0.61 1.01 -0.16
H 2.568683 -1.563766 -0.230664 -0.01 -1.00 -0.21
H 4.139235 0.687396 -0.176462 0.86 -0.01 0.29
H 0.368021 1.917671 0.404513 -0.40 0.55 0.04
N -3.935770 1.326547 -0.236436 -3.44 -2.00 -1.74
C -2.756810 1.415871 -0.129392 0.71 1.07 1.87
O -1.713318 1.747178 0.298058 0.00 -0.33 -0.98
H -4.737640 0.727291 -0.636234 2.57 1.55 0.90
```
Positions in Å, forces in eV/Å.

Summary:
2S+1   1
SMILES   [O-]/[N+](O)=N\c1ccn[nH]1.N=C=O
HOMO-LUMO gap   9.080 eV

Atomic partial charges in e from the natural (NBO) method, atoms 1 to 2: -0.37 0.59

***

The following is a DFT calculation (wB97M-V/def2-TZVPD) of a 2-piece molecular cluster, C4H5NO overall.

Geometry as XYZ:
```
11
Properties=species:S:1:pos:R:3:forces:R:3
C -1.713627 0.347780 0.349624 0.13 -0.03 0.01
C 0.314981 -0.143466 -1.011983 0.00 0.01 0.11
C 0.831904 -0.189985 0.277456 -0.21 -0.03 -0.07
O 0.116866 -0.272958 1.315099 -0.07 0.09 -0.49
C 2.287975 -0.177917 0.460862 1.05 0.05 0.18
N 3.438222 -0.158307 0.596319 -1.22 -0.02 -0.15
H -2.104427 -0.279578 1.142856 0.18 0.10 -0.16
H -2.178993 0.217577 -0.622901 0.22 -0.01 0.19
H -1.440555 1.362419 0.614558 0.02 -0.22 -0.04
H 0.918066 0.197213 -1.854954 -0.14 -0.08 0.27
H -0.437009 -0.894225 -1.242664 0.03 0.13 0.15
```
Positions in Å, forces in eV/Å.

Summary:
2S+1   1
HOMO-LUMO gap (spin up / spin down)   7.411 / 7.412 eV

Atomic partial charges in e from the natural (NBO) method, atoms 1 to 2: -0.23 -0.59

***

The following is a DFT calculation (wB97M-V/def2-TZVPD) of an isolated molecule of C4H5NO.

Geometry as XYZ:
```
11
Properties=species:S:1:pos:R:3:forces:R:3
C 0.611714 1.005919 1.431144 -1.23 -1.18 2.70
C 0.332886 0.607490 0.228243 1.08 0.39 -3.82
C -0.774124 -0.183364 -0.331951 -1.57 -0.58 -0.62
C -0.832346 -1.215874 -1.195633 1.15 1.52 1.85
N -2.188215 0.387090 0.110342 0.36 -0.54 -0.40
O -3.121664 0.043650 -0.557617 1.22 0.15 0.48
H 1.447847 1.679016 1.541750 -0.06 -0.06 0.60
H 0.013282 0.533546 2.295409 1.15 1.33 -1.11
H 1.035024 1.030469 -0.573436 -1.12 -0.70 0.91
H -1.743507 -1.629181 -1.422632 -2.53 -0.37 -0.48
H -0.091115 -1.843116 -1.608430 1.53 0.05 -0.11
```
Positions in Å, forces in eV/Å.

Summary:
2S+1   1
SMILES   C=CC(=C)N=O
HOMO-LUMO gap (spin up / spin down)   8.526 / 8.527 eV

Atomic partial charges in e from the natural (NBO) method, atoms 1 to 2: -0.35 -0.25

***

The following is a DFT calculation (wB97M-V/def2-TZVPD) of C4H5NO as an isolated structure.

Geometry as XYZ:
```
11
Properties=species:S:1:pos:R:3:forces:R:3
N 2.365679 0.171736 -0.148483 -0.62 -0.92 0.31
C 1.123644 -0.103739 0.016043 -0.45 0.44 -0.37
C 0.177528 1.013880 -0.100588 -0.26 0.37 -0.19
C -1.097875 0.636894 -0.135324 0.23 0.21 0.22
C -1.300573 -0.763848 0.236791 1.29 -0.20 -0.05
O 0.436736 -1.264122 0.164036 -1.20 0.33 -0.73
H 2.969605 -0.645980 -0.214212 -0.17 -0.15 0.12
H 0.557628 2.005911 -0.277795 0.00 0.07 -0.13
H -1.889930 1.253594 -0.558896 0.01 -0.13 0.52
H -2.239461 -1.186206 -0.226802 1.78 -0.59 -0.35
H -1.214072 -1.107079 1.249594 -0.61 0.56 0.65
```
Positions in Å, forces in eV/Å.

Summary:
2S+1   1
HOMO-LUMO gap   9.225 eV

Atomic partial charges in e from the natural (NBO) method, atoms 1 to 2: -0.69 0.50

***

The following is a DFT calculation (wB97M-V/def2-TZVPD) of an isolated molecule of C4H5NO.

Geometry as XYZ:
```
11
Properties=species:S:1:pos:R:3:forces:R:3
N -0.703822 1.358122 0.038927 0.14 0.17 -0.13
C 0.341172 1.635169 -0.781415 -0.20 -0.32 0.23
C -0.914466 0.152480 0.730151 0.08 -0.20 0.06
C -0.143094 -0.894532 0.476186 -0.08 0.04 0.04
C 0.918820 -0.779793 -0.568546 -0.04 -0.20 0.03
O 1.123811 0.585503 -1.020169 0.00 0.24 0.01
H -1.286728 2.148437 0.268169 0.12 -0.14 -0.09
H -1.701491 0.154117 1.477926 0.12 0.01 -0.14
H -0.265819 -1.835184 1.002466 0.01 0.16 -0.03
H 0.678668 -1.376790 -1.458397 0.01 0.12 0.11
H 1.889712 -1.129011 -0.194349 -0.18 0.11 -0.08
```
Positions in Å, forces in eV/Å.

Summary:
2S+1   1
HOMO-LUMO gap   9.422 eV

Atomic partial charges in e from the natural (NBO) method, atoms 1 to 2: -0.66 0.34

***

The following is a DFT calculation (wB97M-V/def2-TZVPD) of an isolated molecule of C4H5NO.

Geometry as XYZ:
```
11
Properties=species:S:1:pos:R:3:forces:R:3
C -2.336185 0.137264 0.269190 -0.14 0.06 0.04
C -0.888481 0.185046 0.139806 0.45 -0.20 -0.11
C 0.309106 0.080725 -0.005288 -1.16 -1.99 -0.48
C 1.655650 -0.615726 -0.343876 -1.44 -0.19 0.08
N 2.506846 0.398213 -0.128415 -1.18 0.06 0.14
O 1.768756 -1.760862 -0.694756 0.24 0.51 0.13
H -2.647892 -0.899096 0.088914 0.02 0.20 0.04
H -2.829131 0.774302 -0.469848 0.06 -0.03 0.14
H -2.660986 0.418756 1.273645 0.01 0.03 -0.13
H 3.520126 0.237497 -0.280307 -0.96 1.01 0.40
H 1.602192 1.043885 0.150939 4.11 0.55 -0.25
```
Positions in Å, forces in eV/Å.

Summary:
2S+1   1
SMILES   CC#CC(N)=O
HOMO-LUMO gap   10.790 eV

Atomic partial charges in e from the natural (NBO) method, atoms 1 to 2: -0.70 0.12

***

The following is a DFT calculation (wB97M-V/def2-TZVPD) of an isolated molecule of C4H5NO.

Geometry as XYZ:
```
11
Properties=species:S:1:pos:R:3:forces:R:3
N 3.031612 -0.868705 0.744820 -0.98 0.66 -0.25
C 2.077789 -0.251301 0.527110 0.62 -0.67 0.29
C 0.856193 0.512520 0.235103 -0.43 -0.30 0.30
C -0.333497 -0.376911 -0.223395 -0.73 -0.50 0.25
C -1.633978 0.223130 -0.449058 -1.00 0.05 -0.79
O -2.076425 1.265292 -0.022925 0.29 -0.05 -0.36
H 0.593976 1.124987 1.099940 -0.05 -0.13 0.01
H 1.126443 1.242250 -0.557006 -0.49 -0.53 0.18
H -0.041682 -1.213129 -0.852079 -0.13 0.28 -0.51
H -1.315028 -1.016133 0.308302 3.33 0.15 1.56
H -2.285404 -0.641996 -0.810815 -0.43 1.05 -0.68
```
Positions in Å, forces in eV/Å.

Summary:
2S+1   1
SMILES   N#CCCC=O
HOMO-LUMO gap   10.819 eV

Atomic partial charges in e from the natural (NBO) method, atoms 1 to 2: -0.31 0.28

***

The following is a DFT calculation (wB97M-V/def2-TZVPD) of an isolated molecule of C4H5NO.

Geometry as XYZ:
```
11
Properties=species:S:1:pos:R:3:forces:R:3
C -0.449341 1.259544 -0.342523 -0.23 0.75 0.36
C 0.333206 0.237204 0.450489 -0.40 -0.46 -0.79
C -0.365481 -0.409366 1.520434 -0.57 -0.55 0.52
N -0.959786 -0.953881 2.357097 0.63 0.51 -0.74
C 0.968246 -0.531513 -0.458848 0.36 -0.31 0.03
O 0.816213 -1.836150 -0.602558 0.43 -0.65 0.39
H 0.108112 1.659671 -1.194636 0.03 0.00 0.25
H -1.306635 0.702890 -0.748906 -0.01 0.52 0.05
H -0.788996 2.054730 0.298126 -0.28 0.53 -0.03
H 1.576673 -0.083907 -1.238877 -0.24 -0.07 -0.12
H 0.067789 -2.099223 -0.039797 0.28 -0.27 0.07
```
Positions in Å, forces in eV/Å.

Summary:
2S+1   1
SMILES   C/C(C#N)=C/O
HOMO-LUMO gap   9.506 eV

Atomic partial charges in e from the natural (NBO) method, atoms 1 to 2: -0.59 -0.33

***

The following is a DFT calculation (wB97M-V/def2-TZVPD) of an isolated molecule of C4H5NO.

Geometry as XYZ:
```
11
Properties=species:S:1:pos:R:3:forces:R:3
C 1.183612 0.648384 0.102778 3.81 1.09 1.68
C 0.542101 -0.595988 0.221004 -0.70 -0.31 -0.08
C -1.890185 -1.305459 -0.420364 1.20 0.61 -1.42
C 0.709550 1.825324 -0.293215 -2.11 -2.80 0.59
N -0.727896 -0.895622 0.116481 0.32 1.72 -0.59
O -1.057481 -2.225267 0.282219 -0.67 -2.96 0.82
H 2.248886 0.607488 0.577423 -1.65 -0.06 -1.44
H 1.140709 -1.469425 0.342773 0.27 -0.44 0.41
H -2.903257 -1.078927 -0.224128 -0.74 0.39 0.94
H -0.341711 1.724942 -0.353382 -1.30 0.67 -0.91
H 1.095671 2.764550 -0.351589 1.57 2.10 0.00
```
Positions in Å, forces in eV/Å.

Summary:
2S+1   1
HOMO-LUMO gap (spin up / spin down)   7.873 / 6.947 eV

Atomic partial charges in e from the natural (NBO) method, atoms 1 to 2: -0.24 -0.05

***

Repeat the sixth record exactly.
The following is a DFT calculation (wB97M-V/def2-TZVPD) of an isolated molecule of C4H5NO.

Geometry as XYZ:
```
11
Properties=species:S:1:pos:R:3:forces:R:3
N -0.703822 1.358122 0.038927 0.14 0.17 -0.13
C 0.341172 1.635169 -0.781415 -0.20 -0.32 0.23
C -0.914466 0.152480 0.730151 0.08 -0.20 0.06
C -0.143094 -0.894532 0.476186 -0.08 0.04 0.04
C 0.918820 -0.779793 -0.568546 -0.04 -0.20 0.03
O 1.123811 0.585503 -1.020169 0.00 0.24 0.01
H -1.286728 2.148437 0.268169 0.12 -0.14 -0.09
H -1.701491 0.154117 1.477926 0.12 0.01 -0.14
H -0.265819 -1.835184 1.002466 0.01 0.16 -0.03
H 0.678668 -1.376790 -1.458397 0.01 0.12 0.11
H 1.889712 -1.129011 -0.194349 -0.18 0.11 -0.08
```
Positions in Å, forces in eV/Å.

Summary:
2S+1   1
HOMO-LUMO gap   9.422 eV

Atomic partial charges in e from the natural (NBO) method, atoms 1 to 2: -0.66 0.34

***

2S+1 of number 5 (C4H5NO)?
1